Formula: C54H48BiN6S6
Source: OMol25
Level of theory: wB97M-V/def2-TZVPD

Each line ends with the Löwdin charge.
Positions of all 115 atoms, in Å:
Bi 0.966424 -0.162537 -2.655506  1.166
N 0.500510 2.167434 -1.734087  -0.449
S -0.193797 3.269043 -1.058265  0.756
N -1.400099 3.083221 0.053878  -0.350
S -2.687934 2.301888 0.079747  0.868
N -2.894816 0.950241 -0.655364  -0.348
S -2.026533 -0.414152 -0.732879  0.763
N -0.976650 -0.554573 -1.749995  -0.501
C -1.375960 -0.418853 0.904667  -0.338
C -0.205542 0.335074 1.227718  -0.106
C 0.343463 0.294481 2.492592  -0.061
C -0.207700 -0.525977 3.501749  -0.043
C -1.365649 -1.187743 3.177268  -0.094
C -1.919350 -1.216435 1.916788  -0.074
C -3.269645 -1.627202 -1.076447  -0.274
C -2.730684 -2.879989 -1.544223  -0.047
C -3.573230 -3.834133 -1.976253  -0.030
C -4.976506 -3.508963 -1.975934  -0.047
C -5.470713 -2.331679 -1.514235  -0.079
C -4.617608 -1.338030 -1.063415  -0.062
C -3.983815 3.264530 -0.610757  -0.300
C -4.113249 3.261084 -2.008295  -0.073
C -4.880033 4.179279 -2.679392  -0.073
C -5.611200 5.121366 -1.939052  -0.034
C -5.412742 5.178827 -0.538233  -0.041
C -4.558873 4.289518 0.074382  -0.076
C -3.072077 2.195410 1.770321  -0.325
C -2.292794 2.726507 2.760225  -0.055
C -2.819118 2.762317 4.030846  -0.032
C -4.046604 2.137705 4.367018  -0.022
C -4.722366 1.451775 3.378789  -0.063
C -4.291047 1.547804 2.095184  -0.058
C 0.848219 4.179899 0.087445  -0.285
C 2.131871 3.682776 0.138267  -0.082
C 3.085099 4.193072 1.016021  -0.037
C 2.635268 5.152145 1.943887  -0.053
C 1.303085 5.608009 1.944173  -0.080
C 0.463827 5.243914 0.936881  -0.078
C -0.916470 4.451680 -2.154707  -0.301
C -1.677456 5.565328 -1.794903  -0.088
C -2.274678 6.364674 -2.731640  -0.090
C -2.079224 6.029474 -4.048147  -0.083
C -1.239691 4.989644 -4.439932  -0.053
C -0.774792 4.045536 -3.512093  -0.036
H 0.348605 0.887981 0.407780  0.069
H 1.284255 0.764364 2.676879  0.105
H 0.319789 -0.639361 4.409703  0.100
H -1.779046 -1.846074 3.963866  0.122
H -2.890525 -1.843967 1.745847  0.155
H -1.707665 -2.970739 -1.585529  0.062
H -3.292407 -4.836144 -2.228786  0.110
H -5.587697 -4.316625 -2.291936  0.100
H -6.579145 -2.220656 -1.416467  0.132
H -5.066112 -0.444001 -0.749990  0.086
H -3.606380 2.502402 -2.603752  0.119
H -5.166190 3.947210 -3.721012  0.130
H -6.219655 5.840751 -2.512066  0.121
H -5.829232 5.944063 0.067341  0.103
H -4.371789 4.411180 1.119407  0.118
H -1.419984 3.237435 2.476027  0.096
H -2.277046 3.179948 4.873719  0.116
H -4.462833 2.204039 5.344675  0.107
H -5.618490 0.912591 3.495217  0.106
H -4.859410 1.093293 1.297215  0.112
H 2.385055 2.877043 -0.490448  0.066
H 4.127804 3.869848 1.014278  0.117
H 3.305376 5.411360 2.738451  0.100
H 0.995041 6.340325 2.697532  0.116
H -0.510130 5.760404 0.742954  0.108
H -1.891563 5.781577 -0.696740  0.122
H -2.993869 7.147832 -2.443665  0.127
H -2.495531 6.674353 -4.844208  0.123
H -1.005513 4.947668 -5.489456  0.106
H -0.147523 3.194499 -3.710584  0.083
S 1.494378 -2.691690 -3.112758  0.531
C 2.665394 -3.016464 -1.878953  -0.711
N 3.510858 -4.000427 -2.053843  -0.074
C 4.539777 -4.302512 -1.096010  -0.117
C 4.285963 -3.842299 0.304023  -0.148
N 3.852881 -2.431548 0.198934  -0.224
C 3.858652 -1.838166 1.589086  -0.154
C 5.191560 -1.727321 2.313652  -0.193
C 5.314355 -1.483385 3.657773  -0.076
C 6.481560 -1.116315 4.296614  -0.095
C 7.655290 -1.153005 3.568504  -0.082
C 7.637698 -1.490044 2.180100  -0.055
C 6.407486 -1.692945 1.559440  -0.039
C 2.669555 -2.237531 -0.576695  -1.180
S 2.691991 -0.355926 -0.935108  0.426
C 3.112297 -5.095295 -2.977828  -0.126
C 2.253824 -6.092105 -2.290599  -0.223
C 2.721164 -7.360223 -1.986931  -0.045
C 1.980484 -8.297817 -1.233491  -0.073
C 0.692498 -7.959995 -0.834268  -0.078
C 0.187602 -6.706724 -1.218705  -0.080
C 0.949921 -5.772932 -1.881347  -0.063
H 5.421046 -3.869817 -1.549253  0.139
H 4.667268 -5.380515 -1.078402  0.127
H 5.300122 -3.812079 0.799846  0.136
H 3.512757 -4.410817 0.836434  0.118
H 3.094694 -2.369220 2.131509  0.090
H 3.487450 -0.830770 1.413740  0.071
H 4.386194 -1.427974 4.249106  0.117
H 6.530852 -0.825497 5.367392  0.118
H 8.577698 -0.764373 3.945583  0.091
H 8.476207 -1.510162 1.562541  0.079
H 6.292925 -1.943475 0.514673  0.098
H 3.988382 -5.654033 -3.338530  0.134
H 2.566379 -4.583424 -3.824917  0.080
H 3.694692 -7.698598 -2.322011  0.109
H 2.291521 -9.335546 -1.173457  0.103
H -0.029405 -8.601481 -0.266217  0.119
H -0.797572 -6.481451 -0.901746  0.086
H 0.589870 -4.783736 -2.079161  0.023
S 1.186422 -2.888352 0.130934  0.573

Atomic forces in eV per Å
-0.46 0.25 -0.06
-0.84 0.76 0.65
0.69 -0.31 0.27
0.66 0.07 0.19
-0.31 -1.06 -0.74
-0.72 0.54 -0.38
2.04 0.91 -0.47
-0.38 -0.05 0.05
0.81 -0.78 1.96
-0.08 0.20 -2.03
-0.39 -1.07 0.43
0.05 1.31 -2.39
-0.26 -1.67 1.83
-2.26 -0.27 -1.13
0.46 -0.56 -0.13
-1.46 2.30 0.79
-2.76 0.45 0.19
2.05 -1.46 0.01
-1.75 -0.09 0.19
0.61 -1.14 -0.19
0.53 0.27 -1.95
0.73 -1.26 -0.07
-1.84 -0.38 0.14
0.60 0.32 0.22
0.10 0.13 -1.91
-0.41 0.24 0.98
-1.85 -1.12 0.51
-0.81 0.46 -0.06
-0.90 -0.79 1.86
1.32 0.40 -0.97
0.10 0.61 -0.14
1.46 0.16 -1.69
0.43 0.65 0.23
0.33 0.36 0.41
-0.82 1.11 0.77
-0.09 -1.35 -0.29
1.25 0.88 0.48
-1.76 -0.60 -1.44
-0.55 -0.63 -1.67
0.03 -0.28 2.81
-1.01 0.00 0.05
0.40 0.94 -1.48
-0.45 -0.65 0.18
0.20 2.54 1.06
-0.85 -0.71 1.09
0.42 0.47 -0.03
0.12 -0.11 0.98
0.00 0.39 -0.63
2.02 1.18 0.20
2.33 -0.33 0.14
0.39 -0.16 -0.35
-0.91 -0.31 -0.24
1.13 0.13 -0.33
0.01 1.29 0.53
-0.07 -0.01 0.29
0.68 0.67 0.46
0.10 -0.40 0.74
-0.55 0.56 0.24
0.03 -0.02 0.61
1.25 0.42 -0.02
0.14 0.26 -0.35
0.05 -0.01 0.68
-0.99 -0.44 0.74
-0.09 -0.07 -0.09
0.26 -0.85 -0.81
-0.45 -0.05 -0.01
0.20 0.49 0.24
0.10 -0.21 -0.38
0.95 -0.70 0.68
0.46 -0.38 -1.61
0.67 -0.33 -0.12
0.22 -0.44 0.54
-0.03 -0.50 -0.22
-0.05 -0.13 -0.33
-0.13 0.53 -0.24
-0.05 0.51 0.54
-1.59 -0.64 -0.33
0.60 -0.99 -0.10
0.52 1.63 -0.26
2.39 -0.21 1.51
-0.54 0.17 -1.42
1.67 0.06 -1.76
-2.27 0.48 1.11
1.18 -0.16 0.36
0.14 0.19 -1.84
-2.51 0.43 1.47
-0.94 -0.73 0.98
-0.21 0.58 -0.17
0.10 -0.29 0.21
0.08 0.41 -1.26
-0.87 -0.55 0.81
0.12 -0.97 0.55
-0.75 0.20 -0.86
-0.77 0.33 -0.08
0.70 -0.57 0.59
0.52 -0.26 -0.20
0.64 0.16 0.42
0.04 -0.22 -0.14
-1.36 -0.41 -0.13
0.33 -0.28 -0.02
-0.26 -0.21 0.76
-0.11 0.23 0.37
0.35 -0.21 -0.21
-0.33 -0.28 -0.92
0.43 -0.19 0.55
1.56 0.06 -0.55
0.40 0.28 -0.24
0.02 0.72 -0.04
0.87 -0.90 0.76
0.13 0.22 -0.13
0.40 0.25 0.37
1.17 0.27 -0.63
-0.85 0.42 0.15
-0.40 0.12 -0.03
-0.57 -0.18 0.28

Energy relative to the best compared isomer or geometry (same formula, charge and spin) (eV): 0.6697
Frontier orbital gap (spin up / spin down) (eV): 6.40 / 6.40
Total charge: +1
E_HOMO (spin up / spin down) (eV): -8.8 / -8.8
Electronic energy (Eh): -5018.258331

Formula: C54H48N2O2P
Source: OMol25
Level of theory: wB97M-V/def2-TZVPD

Each line ends with the Löwdin charge.
Positions of all 107 atoms, in Å:
C -5.567967 -1.913378 -1.659278  -0.012
N -4.245010 -1.791470 -2.210970  -0.052
C -4.022673 -1.822428 -3.557813  -0.393
O -4.887057 -1.773045 -4.435958  0.065
C -2.519578 -1.846957 -3.751930  -0.168
C -2.086971 -1.000962 -4.935791  -0.083
C -2.250660 0.470799 -4.661697  -0.217
C -3.518957 1.072768 -4.616178  -0.018
C -3.653427 2.380582 -4.128386  -0.075
C -2.510629 3.153893 -3.879172  -0.101
C -1.235182 2.569102 -3.964778  -0.088
C -1.118360 1.248549 -4.409156  -0.060
N -2.053128 -1.420389 -2.434211  -0.010
C -0.797641 -1.016287 -2.121891  -0.050
C -0.385981 -0.597991 -0.854958  -0.081
C 1.013547 -0.366063 -0.490403  -0.108
C 2.003902 -1.442747 -0.574146  -0.230
C 3.349539 -1.074111 -0.795096  -0.043
C 4.374086 -1.971933 -0.518765  -0.065
C 4.053249 -3.266690 -0.082868  -0.069
C 2.729453 -3.724053 -0.145703  -0.056
C 1.690423 -2.809964 -0.402105  0.000
C -3.040768 -1.743638 -1.390244  -0.231
C -2.818552 -3.025383 -0.674622  -0.010
C -3.467454 -4.160017 -0.978723  -0.040
C -3.280975 -5.435969 -0.304451  -0.214
C -3.917258 -6.610613 -0.787122  -0.034
C -3.730763 -7.839649 -0.158792  -0.080
C -2.920746 -7.934538 0.984510  -0.078
C -2.306757 -6.779508 1.495534  -0.078
C -2.466830 -5.548246 0.851301  -0.034
H -6.289997 -1.961232 -2.474765  0.099
H -5.653896 -2.816222 -1.051963  0.084
H -5.803520 -1.039064 -1.044229  0.097
H -2.231962 -2.905785 -3.894163  0.173
H -1.047389 -1.229210 -5.166511  0.116
H -2.690629 -1.305301 -5.796288  0.136
H -4.403823 0.507400 -4.917236  0.113
H -4.653069 2.794077 -3.935912  0.110
H -2.608674 4.212547 -3.621521  0.104
H -0.331678 3.130163 -3.699015  0.100
H -0.128555 0.786864 -4.517790  0.111
H -0.118506 -0.963708 -2.970615  0.131
H -1.158621 -0.192886 -0.165184  0.097
H 1.398593 0.663655 -0.643752  0.072
H 3.544757 -0.061372 -1.144139  0.102
H 5.401631 -1.590506 -0.522710  0.114
H 4.874919 -3.896375 0.301923  0.116
H 2.530241 -4.755047 0.182962  0.115
H 0.665169 -3.188345 -0.385488  0.110
H -3.097502 -0.918537 -0.671502  0.144
H -2.043005 -2.994390 0.086490  0.099
H -4.227882 -4.152973 -1.771401  0.119
H -4.535196 -6.523658 -1.686053  0.114
H -4.226261 -8.730482 -0.555067  0.108
H -2.809309 -8.890191 1.497300  0.105
H -1.705377 -6.836948 2.404987  0.105
H -1.953307 -4.665222 1.243228  0.101
C 2.820184 5.396155 -1.415460  -0.051
C 3.168098 4.048033 -1.569114  -0.053
C 2.608169 3.054317 -0.755940  -0.079
C 1.815234 3.433930 0.339345  -0.318
P 1.236513 2.261219 1.577845  1.119
C 1.739960 2.803140 3.225922  -0.287
C 1.480466 2.013117 4.366328  -0.083
C 2.021845 2.364950 5.604228  -0.055
C 2.705870 3.574404 5.762274  -0.047
C 3.031595 4.322353 4.621927  -0.051
C 2.540013 3.948711 3.370015  -0.069
C -0.553817 2.459080 1.428048  -0.303
C -1.378198 2.325446 2.554438  -0.060
C -2.739436 2.069639 2.369904  -0.057
C -3.273250 2.000547 1.081922  -0.061
C -2.451795 2.141973 -0.040578  -0.068
C -1.100567 2.456467 0.132343  -0.078
C 1.403715 0.474984 1.289144  -0.155
C 2.416662 -0.184296 2.217749  -0.390
O 2.140117 -1.245194 2.774810  0.074
C 3.788388 0.422246 2.487108  -0.163
C 4.483658 1.368990 1.721115  -0.043
C 5.638925 1.963314 2.246217  -0.067
C 6.167901 1.555182 3.471688  -0.067
C 5.499618 0.594658 4.226764  -0.057
C 4.365847 -0.015244 3.695880  -0.016
C 1.462390 4.796552 0.495993  -0.088
C 1.914379 5.756686 -0.411889  -0.054
H 3.280151 6.168801 -2.046310  0.120
H 3.915348 3.765846 -2.310672  0.115
H 2.831987 2.000810 -0.929102  0.077
H 0.856838 1.119133 4.271037  0.120
H 1.878428 1.697459 6.458694  0.119
H 2.948180 3.943371 6.764867  0.118
H 3.643588 5.226314 4.688321  0.116
H 2.775213 4.537899 2.479270  0.097
H -0.954319 2.431202 3.557030  0.102
H -3.383546 1.967037 3.244501  0.114
H -4.350245 1.927419 0.944142  0.113
H -2.862388 2.079057 -1.050015  0.106
H -0.470671 2.711430 -0.728138  0.113
H 0.389892 0.035228 1.570278  0.131
H 4.129905 1.576022 0.707207  0.086
H 6.070898 2.795301 1.700099  0.107
H 7.094429 2.002168 3.833314  0.111
H 5.785196 0.335736 5.243725  0.112
H 3.902850 -0.863314 4.198531  0.122
H 0.861423 5.127827 1.352507  0.126
H 1.596336 6.796982 -0.305037  0.118

Atomic forces in eV per Å
-0.31 0.26 0.26
-0.19 0.08 -0.54
-1.18 0.48 -0.23
1.25 -0.46 1.13
0.06 -0.49 0.22
0.08 0.17 -0.23
-0.06 0.52 -0.42
0.08 0.14 0.62
0.23 0.01 -0.36
0.22 -0.25 0.37
-0.34 0.03 -0.43
0.01 0.05 0.59
0.33 0.26 0.52
0.64 0.48 1.71
-1.84 0.01 -0.49
1.62 2.55 0.16
0.53 -0.57 -0.70
-0.35 -0.58 0.39
-0.20 0.42 0.28
0.31 -0.03 -0.21
0.45 0.39 0.56
0.47 -0.01 0.45
-0.76 0.42 -1.16
0.29 -0.84 -0.09
0.05 0.66 -0.12
0.34 -1.40 0.81
0.43 0.80 0.14
0.19 -0.02 0.27
-0.31 0.49 -0.17
-0.16 0.03 -0.34
-0.28 -0.38 -0.32
0.18 0.01 -0.01
-0.08 0.15 0.04
-0.02 -0.11 0.03
-0.07 0.25 -0.25
0.08 0.06 -0.11
0.02 -0.09 0.14
0.30 0.10 0.29
0.50 -0.08 -0.43
0.01 -0.43 0.14
-0.41 -0.07 -0.29
-0.36 0.24 0.13
0.13 -0.51 0.24
0.51 -0.84 -0.40
-0.11 -1.24 -1.80
0.17 -0.12 0.28
-0.34 -0.45 -0.14
-0.68 0.18 -0.41
-0.13 0.56 -0.45
0.24 0.45 0.11
-0.11 0.04 -0.10
-0.16 -0.08 -0.02
0.41 -0.01 0.27
0.14 -0.13 0.33
0.20 0.32 0.15
0.03 0.26 -0.18
-0.14 -0.01 -0.31
-0.26 -0.37 -0.05
0.04 -0.32 0.18
-0.04 0.04 -0.11
0.12 0.57 0.42
0.54 0.44 -0.43
-1.52 0.37 -0.35
0.62 -0.02 0.61
0.18 -0.04 -0.32
-0.48 0.12 0.00
0.09 -0.01 -0.45
-0.41 0.16 0.06
0.12 -0.27 -0.16
-0.41 0.02 0.04
-0.11 -0.33 -0.32
0.13 0.42 0.15
0.16 0.04 -0.11
0.14 0.66 0.15
-0.09 -0.28 0.21
-1.58 -1.47 1.57
0.54 -1.36 -0.43
-0.19 1.25 -0.84
0.29 -0.43 0.44
-0.49 -0.29 0.38
-0.30 -0.22 -0.33
-0.20 0.41 0.01
-0.38 -0.28 -0.35
-0.13 0.26 -0.07
0.03 -0.12 -0.10
0.10 -0.17 0.11
-0.31 -0.46 0.24
-0.35 0.04 0.03
0.10 0.39 0.01
0.41 0.14 0.10
-0.15 0.36 -0.27
0.25 -0.32 -0.47
-0.30 -0.31 0.11
0.15 -0.19 0.52
-0.22 -0.21 -0.35
0.12 0.09 -0.30
0.22 -0.33 0.06
0.06 0.12 0.26
-0.26 -0.43 0.24
1.21 0.84 0.22
0.16 0.35 0.47
0.32 -0.29 -0.05
-0.35 0.02 0.00
0.37 -0.09 -0.35
-0.09 0.46 0.10
0.09 -0.27 -0.45
0.17 -0.38 0.03

Energy relative to the best compared isomer or geometry (same formula, charge and spin) (eV): 0.2454
Frontier orbital gap (eV): 6.75
Total charge: +1
E_HOMO (eV): -9.9
Electronic energy (Eh): -2687.562524

Q: Which value of energy relative to the best compared isomer or geometry (same formula, charge and spin) does entry 2 give?
A: 0.2454 eV

Q: total charge of number 2 (C54H48N2O2P)?
A: +1

Q: The lowest energy relative to the best compared isomer or geometry (same formula, charge and spin) belongs to which entry?
A: C54H48N2O2P

Q: Among the records above, which one has the highest energy relative to the best compared isomer or geometry (same formula, charge and spin)?
A: C54H48BiN6S6